Entry 1:
ORCA calculation (ωB97M-V/def2-TZVPD) on an isolated molecule of C3H4N2.

Its structure (SMILES) is N#C[C@H]1CN1. The value obtained for the HOMO energy is -10.230 eV. The calculation puts the frontier orbital gap at 10.91 eV. The value obtained for the relative energy (zero: lowest compared OMol25 entry of this formula, charge and spin) is 75.88 kcal/mol. As for the total energy: -226.10426 a.u.

```
! RIJCOSX wB97M-V def2-TZVPD def2/J DEFGRID3
* xyz 0 1
N 2.57664 1.12178 -0.54047
C 1.60155 0.60820 -0.11226
C 0.36177 0.17930 0.24425
C -1.01571 0.02025 -0.42804
N -0.15206 -1.09552 0.06230
H -0.07870 0.47301 1.16701
H -0.90248 0.15938 -1.36984
H -1.93756 0.30685 0.08215
H -0.45344 -1.77323 0.89489
*
```

Just the Löwdin charges please, in e? Sure, here they are:
1 N 0.16
2 C -0.16
3 C -0.40
4 C -0.03
5 N -0.02
6 H 0.13
7 H 0.03
8 H 0.12
9 H 0.17


Entry 2:
ORCA calculation (ωB97M-V/def2-TZVPD) on an isolated molecule of C6H12.

Its structure (SMILES) is C=CCCCC. The value obtained for the HOMO energy is -9.365 eV. The calculation puts the frontier orbital gap at 10.61 eV. The value obtained for the relative energy (zero: lowest compared OMol25 entry of this formula, charge and spin) is 22.58 kcal/mol. As for the total energy: -235.78224 a.u.

```
! RIJCOSX wB97M-V def2-TZVPD def2/J DEFGRID3
* xyz 0 1
C 2.32853 -0.65603 0.29881
C 1.38035 -0.41428 -0.60222
C 0.08999 -1.17929 -0.73998
C -1.17677 -0.31294 -0.84040
C -1.52385 0.49217 0.41688
C -0.46180 1.50425 0.84723
H 3.22466 -0.04393 0.36204
H 2.22357 -1.45088 1.03509
H 1.51211 0.42261 -1.29174
H -0.01047 -1.88151 0.09896
H 0.15217 -1.79219 -1.65048
H -2.01951 -0.98081 -1.06456
H -1.08775 0.36284 -1.70351
H -1.71236 -0.21005 1.24044
H -2.47193 1.01801 0.24255
H 0.49120 1.01564 1.05134
H -0.27987 2.24926 0.06129
H -0.76143 2.03207 1.75785
*
```

Just the Löwdin charges please, in e? Sure, here they are:
1 C -0.02
2 C -0.22
3 C -0.22
4 C -0.23
5 C -0.26
6 C -0.12
7 H 0.05
8 H 0.06
9 H 0.11
10 H 0.11
11 H 0.11
12 H 0.11
13 H 0.11
14 H 0.11
15 H 0.10
16 H 0.04
17 H 0.08
18 H 0.07


Entry 3:
ORCA calculation (ωB97M-V/def2-TZVPD) on a structure of composition C41H41LaN7S2Sb.

The value obtained for the HOMO energy is -12.019 eV. The calculation puts the frontier orbital gap at 7.49 eV. The value obtained for the relative energy (zero: lowest compared OMol25 entry of this formula, charge and spin) is 0.00 kcal/mol. As for the total energy: -3038.10126 a.u.

```
! RIJCOSX wB97M-V def2-TZVPD def2/J DEFGRID3
* xyz 2 1
La 0.17008 0.23178 0.68615
C -3.77659 3.28887 6.23759
C -2.84776 2.48188 5.36740
C -2.56534 1.14529 5.64799
C -1.75093 0.39230 4.82582
C -1.14681 0.92593 3.67926
N -0.33168 0.15312 2.83414
C 0.16753 -1.07383 3.36689
C 1.23155 -1.06855 4.27257
C 1.69099 -2.23494 4.85019
C 1.12476 -3.47299 4.52960
C 1.64448 -4.74661 5.14330
C 0.08945 -3.49345 3.60964
C -0.38572 -2.31491 3.04529
N -1.50427 -2.39653 2.15729
C -2.64697 -3.08724 2.33628
C -3.45685 -2.84834 1.24904
C -2.71233 -1.98297 0.44573
N -1.52826 -1.71401 0.99514
C -1.40772 2.27496 3.42654
C -2.25623 3.01993 4.24197
N -0.76398 2.99470 2.35872
C -0.29958 4.25193 2.43733
C 0.18074 4.61590 1.19651
C -0.01858 3.49432 0.40190
N -0.59657 2.50668 1.10626
H -3.56038 3.12550 7.29343
H -4.81624 3.00083 6.06931
H -3.68961 4.35580 6.03486
H -3.00233 0.68288 6.52622
H -1.56556 -0.64592 5.07292
H 1.67074 -0.11254 4.53171
H 2.50510 -2.19449 5.56455
H 1.94138 -4.58516 6.17893
H 2.52326 -5.10571 4.60381
H 0.89461 -5.53593 5.11966
H -0.35788 -4.43878 3.32135
H -2.81160 -3.67951 3.22224
H -4.44529 -3.23597 1.07238
H -2.98702 -1.53852 -0.50024
H -2.46391 4.05109 3.97666
H -0.32724 4.79844 3.36542
H 0.61759 5.55927 0.91772
H 0.21860 3.34947 -0.64032
C 3.39571 -2.04724 0.20781
N 4.14272 -0.84870 -0.13786
C 3.96497 0.36121 0.39811
S 2.82320 0.63451 1.65482
N 4.75116 1.33977 -0.03851
C 4.68959 2.73742 0.38147
H 3.96390 -2.91181 -0.12568
H 2.42433 -2.07003 -0.29378
H 3.24935 -2.11080 1.28303
H 4.82078 -0.93695 -0.87835
H 5.45877 1.10546 -0.71769
H 3.65692 3.02513 0.55658
H 5.10302 3.34933 -0.41601
H 5.26095 2.90091 1.29382
S 1.47851 0.90358 -1.82437
Sb 0.14382 0.18127 -3.56247
C 0.15937 -1.91559 -3.60809
C 1.17969 -2.52198 -4.33719
C 1.27014 -3.90731 -4.35667
C 0.35013 -4.67689 -3.65487
C -0.66313 -4.06838 -2.92626
C -0.76414 -2.68282 -2.90166
C -1.78794 0.97543 -3.34573
C -1.86255 2.35171 -3.13546
C -3.10620 2.95667 -3.02652
C -4.26298 2.19194 -3.12734
C -4.18463 0.82290 -3.34291
C -2.94403 0.20524 -3.45700
C 0.93656 0.86257 -5.37246
C 0.36198 0.41758 -6.56148
C 0.86276 0.88729 -7.76677
C 1.91916 1.79047 -7.77457
C 2.48347 2.22852 -6.58382
C 1.99442 1.76344 -5.36978
H 1.89110 -1.92565 -4.89753
H 2.05443 -4.38618 -4.92834
H 0.41862 -5.75703 -3.68187
H -1.38213 -4.66906 -2.38315
H -1.55745 -2.22037 -2.32738
H -0.96172 2.95135 -3.06388
H -3.17341 4.02599 -2.87314
H -5.23153 2.66929 -3.04885
H -5.08875 0.23462 -3.43713
H -2.89317 -0.85766 -3.66068
H -0.46284 -0.28683 -6.55909
H 0.42773 0.54966 -8.69822
H 2.30494 2.15552 -8.71779
H 3.30524 2.93260 -6.59894
H 2.43156 2.09588 -4.43547
*
```

Just the Löwdin charges please, in e? Sure, here they are:
1 La 1.59
2 C -0.04
3 C -0.26
4 C -0.02
5 C 0.00
6 C -0.22
7 N -0.25
8 C -0.33
9 C -0.03
10 C -0.01
11 C -0.25
12 C -0.03
13 C 0.03
14 C -0.15
15 N -0.08
16 C -0.02
17 C -0.02
18 C -0.14
19 N -0.08
20 C -0.12
21 C 0.02
22 N -0.07
23 C -0.02
24 C -0.02
25 C -0.16
26 N -0.12
27 H 0.09
28 H 0.09
29 H 0.08
30 H 0.12
31 H 0.12
32 H 0.12
33 H 0.13
34 H 0.09
35 H 0.09
36 H 0.08
37 H 0.13
38 H 0.14
39 H 0.11
40 H 0.10
41 H 0.12
42 H 0.14
43 H 0.11
44 H 0.07
45 C -0.08
46 N -0.04
47 C -0.81
48 S 0.60
49 N -0.03
50 C -0.07
51 H 0.10
52 H 0.06
53 H 0.07
54 H 0.15
55 H 0.15
56 H 0.05
57 H 0.09
58 H 0.10
59 S -0.03
60 Sb 1.31
61 C -0.36
62 C -0.11
63 C -0.06
64 C -0.05
65 C -0.06
66 C -0.13
67 C -0.37
68 C -0.13
69 C -0.06
70 C -0.05
71 C -0.06
72 C -0.12
73 C -0.37
74 C -0.11
75 C -0.06
76 C -0.05
77 C -0.06
78 C -0.13
79 H 0.11
80 H 0.12
81 H 0.12
82 H 0.11
83 H 0.07
84 H 0.10
85 H 0.12
86 H 0.12
87 H 0.12
88 H 0.09
89 H 0.11
90 H 0.12
91 H 0.12
92 H 0.11
93 H 0.07


Entry 4:
ORCA calculation (ωB97M-V/def2-TZVPD) on a structure of composition C38H30N3O2P2RhS3.

The value obtained for the HOMO energy (spin up / spin down) is -5.791 / -7.468 eV. The calculation puts the frontier orbital gap (spin up / spin down) at 6.09 / 4.97 eV. The value obtained for the relative energy (zero: lowest compared OMol25 entry of this formula, charge and spin) is 56.26 kcal/mol. As for the total energy: -3768.49309 a.u. Its expectation value of S² is 6.031.

```
! RIJCOSX wB97M-V def2-TZVPD def2/J DEFGRID3
* xyz 0 5
Rh -3.04304 -19.77231 7.29587
S -4.52022 -20.29062 3.50324
P -4.40556 -21.73343 4.80007
C -4.27250 -21.23538 6.45018
P -4.88453 -21.84173 7.92013
S -4.71470 -20.13763 9.07054
C -3.81200 -23.19699 8.54031
C -4.20043 -23.92319 9.64863
C -3.38447 -25.00197 10.09073
C -2.25771 -25.35005 9.35799
C -1.90074 -24.65859 8.19373
C -2.61216 -23.53972 7.85390
C -6.61031 -22.36667 8.18527
C -6.91736 -23.71822 8.40996
C -8.26729 -24.04126 8.67681
C -9.23170 -23.04916 8.77828
C -8.95024 -21.72474 8.51714
C -7.64136 -21.37879 8.15929
C -5.82711 -22.81568 4.39273
C -5.69240 -23.94384 3.59461
C -6.87007 -24.68657 3.29885
C -8.13015 -24.32472 3.65536
C -8.24164 -23.12806 4.36616
C -7.09649 -22.43445 4.80503
C -2.91516 -22.68636 4.37230
C -1.99866 -22.10844 3.51926
C -0.89863 -22.85296 3.07380
C -0.78370 -24.21553 3.35711
C -1.67435 -24.78171 4.25336
C -2.75635 -24.03068 4.72101
H -5.18285 -23.70510 10.15708
H -3.68217 -25.63316 10.90973
H -1.61234 -26.22566 9.66805
H -1.06566 -25.01891 7.58747
H -2.31848 -22.90627 6.96736
H -6.12755 -24.47526 8.25748
H -8.57805 -25.05849 8.83731
H -10.26190 -23.33136 9.01087
H -9.78027 -21.03378 8.55401
H -7.35491 -20.35605 7.88333
H -4.72324 -24.28270 3.24184
H -6.72125 -25.54439 2.65520
H -8.96293 -24.87826 3.33810
H -9.18125 -22.63986 4.62780
H -7.24233 -21.64615 5.55489
H -2.08414 -21.05152 3.21928
H -0.14232 -22.31373 2.49523
H -0.00470 -24.86894 2.97825
H -1.55272 -25.81886 4.56837
H -3.49302 -24.55783 5.33600
N -1.09745 -16.08355 6.62563
C -0.91251 -15.94042 5.23978
C 0.17194 -15.19205 4.75205
C 0.46413 -15.20394 3.41353
C -0.33690 -15.88104 2.55302
C -1.51074 -16.49517 2.92626
C -1.78252 -16.57480 4.29639
S -3.02220 -17.61134 4.88299
N -2.52511 -17.94924 6.45442
C -1.72300 -17.19545 7.17102
C -1.30720 -17.73444 8.46005
C -0.68274 -17.06279 9.51552
C -0.59181 -17.67776 10.73826
C -1.10002 -18.97301 10.91736
C -1.56383 -19.63342 9.80048
N -1.73032 -19.00439 8.60433
H -0.74256 -15.36618 7.21965
H 0.79332 -14.64923 5.52349
H 1.29225 -14.66081 2.98641
H -0.03351 -15.96564 1.47168
H -2.30674 -16.91456 2.30985
H -0.30564 -16.06206 9.47571
H -0.04373 -17.16999 11.51071
H -1.08506 -19.49145 11.85694
H -1.86747 -20.66471 9.81857
O 0.56519 -21.09424 5.58926
C -0.24346 -20.60047 6.37804
O -1.52821 -20.44495 6.01159
H 0.12816 -20.25765 7.40277
*
```

Just the Löwdin charges please, in e? Sure, here they are:
1 Rh 0.77
2 S 0.27
3 P 0.39
4 C -0.58
5 P 0.52
6 S 0.35
7 C -0.33
8 C -0.11
9 C -0.07
10 C -0.09
11 C -0.08
12 C -0.09
13 C -0.35
14 C -0.09
15 C -0.07
16 C -0.10
17 C -0.07
18 C -0.10
19 C -0.35
20 C -0.06
21 C -0.09
22 C -0.09
23 C -0.06
24 C -0.10
25 C -0.37
26 C -0.13
27 C -0.06
28 C -0.08
29 C -0.09
30 C -0.14
31 H 0.12
32 H 0.10
33 H 0.12
34 H 0.11
35 H 0.10
36 H 0.11
37 H 0.10
38 H 0.11
39 H 0.11
40 H 0.09
41 H 0.10
42 H 0.10
43 H 0.09
44 H 0.10
45 H 0.09
46 H 0.07
47 H 0.11
48 H 0.10
49 H 0.10
50 H 0.11
51 N 0.15
52 C -0.20
53 C -0.02
54 C -0.09
55 C -0.10
56 C -0.08
57 C -0.43
58 S 1.10
59 N -0.37
60 C -0.32
61 C -0.22
62 C -0.03
63 C -0.07
64 C -0.06
65 C -0.15
66 N -0.10
67 H 0.14
68 H 0.14
69 H 0.11
70 H 0.13
71 H 0.12
72 H 0.10
73 H 0.10
74 H 0.10
75 H 0.09
76 O -0.03
77 C -0.46
78 O -0.28
79 H 0.12


Entry 5:
ORCA calculation (ωB97M-V/def2-TZVPD) on an isolated molecule of C4H2ClF3.

Its structure (SMILES) is FC1=C(CCl)C1(F)F. The value obtained for the HOMO energy is -10.655 eV. The calculation puts the frontier orbital gap at 10.25 eV. The value obtained for the relative energy (zero: lowest compared OMol25 entry of this formula, charge and spin) is 58.45 kcal/mol. As for the total energy: -913.27132 a.u.

```
! RIJCOSX wB97M-V def2-TZVPD def2/J DEFGRID3
* xyz 0 1
F -1.61327 2.29292 0.10341
C -1.03935 1.08192 0.15938
C 0.06294 0.25574 0.18182
C 1.36093 -0.03352 -0.36870
Cl 2.65485 -1.45072 0.28871
C -1.31834 -0.35994 0.36044
F -1.65498 -0.74781 1.58780
F -1.72744 -1.16692 -0.64820
H 2.06919 0.79801 -0.45264
H 1.20547 -0.66967 -1.21202
*
```

Just the Löwdin charges please, in e? Sure, here they are:
1 F 0.12
2 C -0.04
3 C -0.03
4 C -0.32
5 Cl 0.34
6 C -0.43
7 F 0.13
8 F 0.11
9 H 0.08
10 H 0.04


Entry 6:
ORCA calculation (ωB97M-V/def2-TZVPD) on a cluster of 2 separate species, C6H9N2OPS2 in total.

Its structure (SMILES) is S=C=NPN=C=S.C1CCOC1. The value obtained for the HOMO energy is -8.715 eV. The calculation puts the frontier orbital gap at 8.14 eV. As for the total energy: -1556.41513 a.u.

```
! RIJCOSX wB97M-V def2-TZVPD def2/J DEFGRID3
* xyz 0 1
S 1.13097 3.55761 2.61261
C 1.28573 3.18777 1.01032
N 1.42267 2.70666 -0.16346
P 2.21070 1.11967 -0.14877
N 3.97394 1.24090 -0.30111
C 4.46603 2.08642 0.51372
S 5.23297 2.96261 1.68643
H 1.81704 0.32697 0.98433
C -2.07855 -1.59660 -1.41540
C -2.61859 -1.04482 -0.11300
C -1.49396 -1.36219 0.85389
O -0.27502 -1.32784 0.09842
C -0.59872 -1.28583 -1.29929
H -2.53695 -1.15748 -2.30249
H -2.23165 -2.67995 -1.45150
H -2.74694 0.03920 -0.19433
H -3.57315 -1.47952 0.18684
H -1.60132 -2.36866 1.27217
H -1.43483 -0.64743 1.67783
H -0.37494 -0.27822 -1.66530
H 0.02456 -1.99927 -1.84192
*
```

Just the Löwdin charges please, in e? Sure, here they are:
1 S 0.63
2 C -0.80
3 N -0.22
4 P 0.85
5 N -0.21
6 C -0.80
7 S 0.65
8 H -0.04
9 C -0.18
10 C -0.18
11 C -0.21
12 O -0.18
13 C -0.22
14 H 0.11
15 H 0.12
16 H 0.12
17 H 0.11
18 H 0.12
19 H 0.12
20 H 0.10
21 H 0.12


Entry 7:
ORCA calculation (ωB97M-V/def2-TZVPD) on a cluster of 2 separate species, H2 in total.

The value obtained for the HOMO energy (spin up / spin down) is -0.374 / -1.418 eV. The calculation puts the frontier orbital gap (spin up / spin down) at 10.81 / 8.08 eV. The value obtained for the relative energy (zero: lowest compared OMol25 entry of this formula, charge and spin) is 18.58 kcal/mol. As for the total energy: -1.03050 a.u. Its expectation value of S² is 0.755.

```
! RIJCOSX wB97M-V def2-TZVPD def2/J DEFGRID3
* xyz -1 2
H 0.25146 0.79794 0.42347
H -0.25146 -0.79794 -0.42347
*
```

Just the Löwdin charges please, in e? Sure, here they are:
1 H -0.50
2 H -0.50


Entry 8:
ORCA calculation (ωB97M-V/def2-TZVPD) on a cluster of 2 separate species, C3H11N3 in total.

Its structure (SMILES) is [H]/N=C/N.CNC. The value obtained for the HOMO energy is -8.443 eV. The calculation puts the frontier orbital gap at 9.17 eV. The value obtained for the relative energy (zero: lowest compared OMol25 entry of this formula, charge and spin) is 83.00 kcal/mol. As for the total energy: -285.04556 a.u.

```
! RIJCOSX wB97M-V def2-TZVPD def2/J DEFGRID3
* xyz 0 1
H -0.99411 -1.20568 2.21906
N -0.38065 -2.00915 2.18379
C -0.47958 -2.83619 1.25056
N 0.88773 -3.38644 0.70562
H -1.33958 -3.30358 0.82884
H 0.65049 -3.72836 -0.35922
H 1.56724 -2.68588 0.73604
C -0.23741 1.87636 -2.31647
N -0.07499 2.95280 -1.40065
C 0.29227 2.84792 0.05393
H -0.36700 2.27009 -3.34107
H 0.71179 1.42368 -2.25171
H -1.02359 1.18632 -1.86518
H -0.95278 3.42580 -1.41085
H -0.57649 3.26666 0.71036
H 1.39876 3.32619 0.19482
H 0.44897 1.79573 0.18944
*
```

Just the Löwdin charges please, in e? Sure, here they are:
1 H 0.04
2 N 0.05
3 C -0.29
4 N -0.01
5 H 0.08
6 H 0.12
7 H 0.00
8 C -0.17
9 N -0.24
10 C -0.12
11 H 0.09
12 H 0.05
13 H 0.09
14 H 0.06
15 H 0.10
16 H 0.11
17 H 0.03